CH3Cl2OP in the gas phase in a non-equilibrium geometry, computed with ωB97M-V with the def2-TZVPD basis set.

Geometry as ORCA input:
```
! wB97M-V def2-TZVPD RIJCOSX def2/J DEFGRID3
* xyz 0 1
C -0.69 -0.96 0.86
O 0.24 0.74 -1.54
P 0.12 0.33 0.08
Cl -0.29 2.14 0.71
Cl 2.06 0.06 0.56
H -0.66 -1.87 0.28
H -1.72 -0.64 1.01
H 0.93 0.20 -1.95
*
```

- Highest occupied orbital energy: -0.3176 Ha
- F_max: 0.047 hartree/bohr
- SMILES: C=P(O)(Cl)Cl
- Energy relative to the best compared isomer or geometry (same formula, charge and spin): 2.059 eV
- HOMO-LUMO gap: 9.12 eV
- Total energy: -37466.9899 eV



2 unconnected molecules or ions with the total composition C5H13N, computed with ωB97M-V with the def2-TZVPD basis set.

Geometry as ORCA input:
```
! wB97M-V def2-TZVPD RIJCOSX def2/J DEFGRID3
* xyz 0 1
C -0.40 0.55 1.03
C 0.84 -0.23 0.66
C 1.95 0.32 0.20
C -1.11 1.04 -0.24
C -1.35 -0.30 1.87
N 1.05 -1.06 -2.59
H -0.10 1.43 1.61
H 0.44 -0.34 -2.97
H 1.04 -1.85 -3.22
H 0.76 -1.30 0.75
H 0.65 -1.36 -1.70
H 2.80 -0.27 -0.09
H 2.05 1.39 0.10
H -1.68 -1.17 1.31
H -2.23 0.28 2.16
H -0.85 -0.64 2.78
H -0.42 1.62 -0.85
H -1.46 0.19 -0.82
H -1.96 1.66 0.02
*
```

- Highest occupied orbital energy: -0.3469 Ha
- F_max: 0.008 hartree/bohr
- SMILES: C=CC(C)C.N
- Energy relative to the best compared isomer or geometry (same formula, charge and spin): 0.818 eV
- HOMO-LUMO gap: 10.55 eV
- Total energy: -6885.3791 eV



2 unconnected molecules or ions with the total composition C2H8N2, computed with ωB97M-V with the def2-TZVPD basis set.

Geometry as ORCA input:
```
! wB97M-V def2-TZVPD RIJCOSX def2/J DEFGRID3
* xyz 0 1
N -1.29 3.17 -1.87
H -2.15 2.75 -2.20
H -0.91 2.49 -1.22
H -1.53 4.04 -1.43
C 0.88 -0.86 1.83
C 0.52 -1.30 0.62
N 0.53 -2.61 0.16
H 1.37 -1.44 2.60
H 0.67 0.17 2.07
H 0.22 -0.55 -0.10
H 0.35 -2.68 -0.83
H 1.33 -3.18 0.38
*
```

- Highest occupied orbital energy: -0.3114 Ha
- F_max: 0.013 hartree/bohr
- SMILES: C=CN.N
- Energy relative to the best compared isomer or geometry (same formula, charge and spin): 0.563 eV
- HOMO-LUMO gap: 9.33 eV
- Total energy: -5183.1747 eV



3 unconnected molecules or ions with the total composition C5H14N2O2 in a non-equilibrium geometry, computed with ωB97M-V with the def2-TZVPD basis set.

Geometry as ORCA input:
```
! wB97M-V def2-TZVPD RIJCOSX def2/J DEFGRID3
* xyz 0 1
C 0.30 -0.09 -0.28
C -1.00 0.26 -0.52
C -0.86 -1.71 -1.77
C 0.28 1.95 1.04
C 1.40 1.64 2.00
N 1.41 0.30 -1.05
N -1.60 -2.65 -1.05
O 0.52 -1.05 0.66
O -2.00 -0.03 0.34
H 1.43 -0.93 0.97
H -1.62 -0.49 1.11
H -1.26 0.97 -1.28
H 1.36 1.27 -1.32
H 1.60 -0.31 -1.84
H -1.12 -2.99 -0.23
H -2.53 -2.32 -0.80
H -1.38 -1.27 -2.61
H 0.13 -2.08 -2.04
H 0.49 2.77 0.36
H -0.69 2.08 1.51
H 2.33 1.38 1.47
H 1.15 0.80 2.66
H 1.66 2.48 2.67
*
```

- Highest occupied orbital energy (alpha / beta): -0.2056 / -0.2305 Ha
- F_max: 0.042 hartree/bohr
- Energy relative to the best compared isomer or geometry (same formula, charge and spin): 6.191 eV
- HOMO-LUMO gap (alpha / beta): 6.34 / 7.02 eV
- Total energy: -12482.1375 eV



3 unconnected molecules or ions with the total composition C31H45F13N3O2 in a non-equilibrium geometry, computed with ωB97M-V with the def2-TZVPD basis set.

Geometry as ORCA input:
```
! wB97M-V def2-TZVPD RIJCOSX def2/J DEFGRID3
* xyz 1 3
F 4.90 3.01 2.88
C 3.75 3.67 2.34
F 2.64 3.11 3.03
F 3.77 3.36 0.96
C 3.98 5.24 2.65
F 5.08 5.63 1.81
F 4.46 5.33 3.97
C 2.75 6.19 2.27
F 3.23 7.19 1.35
F 1.83 5.37 1.51
C 2.05 6.99 3.47
F 3.07 7.82 4.06
F 1.72 6.03 4.46
C 0.88 7.99 3.04
F 1.45 9.32 3.01
F 0.38 7.80 1.71
C -0.39 8.09 4.01
F -0.87 9.45 3.85
F -0.09 8.00 5.41
C -1.65 7.18 3.57
C -1.30 5.66 3.19
C -2.05 5.14 1.85
C -2.76 3.75 1.89
C -3.43 3.22 0.58
C -3.36 4.09 -0.73
N -2.71 5.38 -0.69
C -2.06 5.91 0.51
H -2.22 7.66 2.69
H -2.38 7.17 4.47
H -1.74 5.00 4.03
H -0.19 5.45 3.00
H -2.81 3.07 2.81
H -3.94 2.20 0.51
H -3.80 3.75 -1.73
H -2.65 5.95 -1.56
H -1.56 6.93 0.40
C 3.91 -3.12 -1.08
C 2.68 -2.20 -1.28
C 3.16 -0.78 -1.67
C 3.79 -0.02 -0.51
C 2.85 0.01 0.70
C 2.33 -1.39 1.11
N 1.83 -2.19 -0.04
O 0.61 -1.69 -0.38
C 3.45 -2.17 1.84
C 1.26 -1.19 2.21
C 1.94 -2.82 -2.49
H 4.27 -3.50 -2.04
H 4.76 -2.62 -0.63
H 3.65 -4.00 -0.48
H 2.32 -0.19 -2.06
H 3.89 -0.85 -2.49
H 4.75 -0.46 -0.23
H 4.00 1.01 -0.82
H 3.37 0.48 1.54
H 2.01 0.66 0.46
H 3.14 -3.20 2.04
H 3.69 -1.71 2.81
H 4.39 -2.19 1.30
H 0.44 -0.54 1.89
H 1.69 -0.73 3.10
H 0.83 -2.15 2.52
H 1.60 -3.84 -2.25
H 2.59 -2.89 -3.36
H 1.07 -2.24 -2.80
C -3.76 -7.49 -2.81
C -3.98 -6.02 -3.26
C -3.06 -5.72 -4.47
C -1.59 -5.58 -4.08
C -1.41 -4.56 -2.96
C -2.32 -4.82 -1.74
N -3.75 -5.09 -2.12
O -4.31 -3.89 -2.44
C -1.78 -6.01 -0.92
C -2.18 -3.62 -0.77
C -5.46 -6.01 -3.73
H -4.33 -8.19 -3.43
H -2.72 -7.82 -2.88
H -4.10 -7.64 -1.78
H -3.39 -4.79 -4.96
H -3.16 -6.51 -5.22
H -1.18 -6.55 -3.79
H -1.02 -5.25 -4.96
H -0.36 -4.56 -2.65
H -1.61 -3.56 -3.36
H -2.47 -6.29 -0.11
H -0.82 -5.76 -0.45
H -1.58 -6.90 -1.51
H -2.41 -2.66 -1.25
H -1.16 -3.53 -0.40
H -2.84 -3.73 0.10
H -6.13 -6.24 -2.91
H -5.62 -6.75 -4.52
H -5.76 -5.05 -4.16
*
```

- Highest occupied orbital energy (alpha / beta): -0.3725 / -0.3959 Ha
- F_max: 0.086 hartree/bohr
- Energy relative to the best compared isomer or geometry (same formula, charge and spin): 0.000 eV
- HOMO-LUMO gap (alpha / beta): 4.96 / 5.60 eV
- <S²>: 2.0090
- Total energy: -76753.0995 eV



C21H25N5O2 in the gas phase, computed with ωB97M-V with the def2-TZVPD basis set.

Geometry as ORCA input:
```
! wB97M-V def2-TZVPD RIJCOSX def2/J DEFGRID3
* xyz 0 1
C -1.24 -2.66 0.56
C 0.24 -2.54 0.41
C 0.79 -1.36 -0.06
C 2.17 -1.20 -0.19
C 2.99 -2.27 0.17
C 2.45 -3.45 0.63
C 1.08 -3.59 0.76
H 0.67 -4.52 1.12
H 3.11 -4.26 0.90
H 4.06 -2.17 0.06
N 2.78 -0.04 -0.68
C 3.70 0.63 0.22
H 4.35 -0.09 0.71
C 2.91 1.40 1.29
N 1.69 1.97 0.71
C 0.64 2.13 1.53
O 0.69 1.81 2.70
C -0.64 2.78 0.98
N -1.59 1.79 0.52
N -2.33 1.23 1.49
C -3.21 0.35 1.24
N -3.44 -0.08 -0.06
C -4.29 -1.00 -0.57
C -4.12 -1.05 -1.93
C -3.13 -0.11 -2.27
C -2.71 0.48 -1.10
C -1.73 1.51 -0.83
O -1.08 2.10 -1.67
H -2.75 0.11 -3.25
H -4.65 -1.68 -2.61
H -4.95 -1.57 0.06
C -4.02 -0.23 2.35
H -3.68 0.20 3.29
H -5.08 0.00 2.20
H -3.90 -1.31 2.38
H -0.45 3.48 0.17
H -1.10 3.30 1.83
C 1.79 2.23 -0.71
H 2.62 2.93 -0.87
H 0.88 2.69 -1.09
C 2.04 0.92 -1.48
H 1.07 0.48 -1.75
C 2.79 1.20 -2.78
H 3.77 1.64 -2.59
H 2.21 1.89 -3.39
H 2.93 0.28 -3.33
H 3.52 2.20 1.72
H 2.60 0.73 2.10
H 4.32 1.31 -0.36
H 0.12 -0.55 -0.31
H -1.59 -1.97 1.32
H -1.53 -3.67 0.85
H -1.74 -2.41 -0.38
*
```

- Highest occupied orbital energy: -0.2829 Ha
- F_max: 0.019 hartree/bohr
- SMILES: Cc1cccc(N2CCN(C(=O)Cn3nc(C)n4cccc4c3=O)C[C@H]2C)c1
- Energy relative to the best compared isomer or geometry (same formula, charge and spin): 1.773 eV
- HOMO-LUMO gap: 8.41 eV
- Total energy: -33728.7255 eV